[1]
ORCA calculation (wB97M-V/def2-TZVPD) on a structure of composition F18NO3P3Rb.

Calculated values
Charge: -3
Lowest unoccupied orbital energy: 6.29 eV
Relative energy (zero: lowest compared OMol25 entry of this formula, charge and spin): 37.8 kcal per mole
Kohn-Sham gap: 6.1 eV
Total energy: -3126.8719 a.u.
Maximum force: 0.1555 Eh/bohr

CARTESIAN COORDINATES (ANGSTROEM)
Rb  0.88553  0.06158  -0.62523
P  3.49206  0.59759  2.00796
F  4.55226  -0.25631  2.93672
F  2.37171  0.24986  3.11082
F  3.92547  1.98816  2.70716
F  2.39720  1.42800  1.08711
F  4.70679  0.74796  0.80811
F  3.02261  -0.78300  1.25333
P  -0.97221  -3.35220  -0.46596
F  -1.20392  -1.83146  0.00464
F  0.52542  -2.86843  -0.86546
F  -0.38652  -3.75412  1.00750
F  -0.87588  -4.86376  -1.00853
F  -2.43875  -3.73404  -0.03010
F  -1.55997  -2.92099  -1.93274
P  -2.26176  1.87940  0.78234
F  -3.21382  2.57566  -0.36166
F  -2.89389  2.82473  1.98683
F  -3.36832  0.68676  1.11619
F  -1.21229  0.95753  1.66620
F  -1.75136  0.93785  -0.40596
F  -1.07348  3.01518  0.50355
N  -0.63996  1.60539  -3.78289
O  -1.72744  2.10161  -3.48108
O  -0.11622  2.09960  -4.70415
O  -0.18328  0.60743  -3.31470

---

[2]
ORCA calculation (wB97M-V/def2-TZVPD) on a structure of composition C31H29LiN7OS.

Calculated values
Charge: -1
Lowest unoccupied orbital energy: 2.54 eV
Relative energy (zero: lowest compared OMol25 entry of this formula, charge and spin): 23.2 kcal per mole
Kohn-Sham gap: 6.3 eV
Total energy: -2063.0165 a.u.
Maximum force: 0.0305 Eh/bohr

CARTESIAN COORDINATES (ANGSTROEM)
Li  0.84718  0.15873  0.81346
C  -1.68657  2.23143  -2.64146
C  -2.09927  3.37351  -1.97695
C  -1.62843  3.61047  -0.69857
C  -0.76498  2.68863  -0.10351
N  -0.38392  1.58162  -0.74511
C  -0.82058  1.37389  -1.97711
C  -0.18244  2.91129  1.24019
C  -0.64117  3.90915  2.10384
C  0.02566  4.11254  3.29606
C  1.06498  3.26137  3.63565
C  1.41104  2.24068  2.75491
N  0.82074  2.11041  1.57079
C  2.39160  1.17612  3.08893
C  2.99461  1.06776  4.34066
C  3.77458  -0.04366  4.61646
C  3.95364  -1.00165  3.63261
C  3.36453  -0.77814  2.39395
N  2.60513  0.27036  2.13804
H  -2.01757  2.00759  -3.64656
H  -2.76593  4.08250  -2.45225
H  -1.91443  4.51589  -0.18188
H  -0.44547  0.48543  -2.47114
H  -1.50150  4.51578  1.85875
H  -0.27586  4.90373  3.97017
H  1.57511  3.38774  4.57983
H  2.84080  1.81668  5.10478
H  4.22459  -0.16142  5.59439
H  4.52932  -1.89751  3.82223
H  3.50761  -1.46516  1.56542
S  2.94927  0.46278  -1.15022
C  2.28616  -0.80725  -2.06570
N  2.93412  -1.36031  -3.05439
N  2.19292  -2.24895  -3.84898
C  1.26769  -1.82820  -4.75888
C  0.74493  -0.52405  -4.73386
C  -0.20476  -0.13375  -5.66039
C  -0.66860  -1.01301  -6.63210
C  -0.15275  -2.30407  -6.66377
C  0.79948  -2.71035  -5.74891
N  0.96993  -1.24682  -1.85424
N  0.58288  -1.42150  -0.69150
C  -0.72008  -1.95195  -0.59499
C  -1.10568  -2.44933  0.64852
C  -2.36226  -3.00590  0.80939
C  -3.25118  -3.05968  -0.25393
C  -2.87360  -2.55963  -1.49491
C  -1.61521  -2.01768  -1.67021
H  2.71156  -3.07490  -4.08567
H  1.11711  0.17609  -3.99792
H  -0.58545  0.88108  -5.63199
H  -1.41467  -0.70099  -7.35197
H  -0.49662  -3.00122  -7.41934
H  1.19641  -3.71942  -5.78970
H  -0.40889  -2.36205  1.47029
H  -2.66704  -3.39478  1.77296
H  -4.23641  -3.49045  -0.12259
H  -3.56414  -2.60077  -2.32853
H  -1.30073  -1.65589  -2.63912
C  -0.54430  -0.69961  4.56823
C  -0.98226  0.09656  3.31836
C  -2.47299  -0.20713  3.04472
O  -0.19354  -0.13434  2.24703
H  -1.12374  -0.40322  5.44999
H  0.51404  -0.52157  4.76749
H  -0.68260  -1.77057  4.39154
H  -0.94803  1.17470  3.62867
H  -2.63445  -1.28826  3.03585
H  -2.73742  0.18658  2.06122
H  -3.12214  0.24400  3.80302

---

[3]
ORCA calculation (wB97M-V/def2-TZVPD) on a cluster of 9 separate species, FH16O8 in total.

Calculated values
Charge: -1
Lowest unoccupied orbital energy: 3.30 eV
Relative energy (zero: lowest compared OMol25 entry of this formula, charge and spin): 29.1 kcal per mole
Kohn-Sham gap: 10.6 eV
Total energy: -711.4834 a.u.
Maximum force: 0.0625 Eh/bohr

CARTESIAN COORDINATES (ANGSTROEM)
F  0.23280  0.29052  0.01088
O  -0.76520  -2.31548  -1.70612
H  -0.64720  -1.37648  -1.74212
H  -0.09020  -2.70348  -2.33612
O  2.71280  -0.31048  0.61688
H  1.82480  0.04052  0.47488
H  2.49380  -1.24748  0.82488
O  0.71780  1.23652  2.55288
H  0.75980  0.82752  1.66788
H  0.14280  2.02152  2.39688
O  -2.54920  0.70952  1.38788
H  -2.84920  -0.15748  1.43088
H  -1.62520  0.53552  1.33188
O  1.22380  -0.20848  -2.44312
H  1.85580  -0.91448  -2.33112
H  0.86480  -0.00248  -1.58712
O  -1.86720  0.21352  -1.53812
H  -2.67320  -0.09648  -1.10312
H  -1.19220  0.38352  -0.87912
O  1.24780  2.73752  -0.18012
H  1.75480  2.67552  -0.95712
H  0.75280  1.91552  -0.13612
O  -0.67420  -1.41748  1.78488
H  -1.27520  -1.99748  1.32688
H  -0.37620  -0.83948  1.13188

---

> Which value of charge does entry 3 give?

-1